[1]
{
  "formula": "C5H15N4O",
  "method": "ωB97M-V/def2-TZVPD",
  "de_lowest_ev": 0.318,
  "orbital_gap_ha": 0.3954,
  "multiplicity": 1,
  "charge": 1,
  "symbols": ["C", "C", "C", "O", "N", "H", "H", "H", "H", "H", "H", "H", "C", "C", "N", "N", "N", "H", "H", "H", "H", "H", "H", "H", "H"],
  "positions_angstrom": [[0.219, 0.804, 2.293], [1.363, 0.370, 3.223], [-0.640, -0.287, 1.706], [-1.371, -0.054, 0.741], [-0.432, -1.537, 2.144], [-0.499, 1.416, 2.848], [0.642, 1.490, 1.567], [1.063, 0.233, 4.263], [-1.024, -2.291, 1.829], [0.031, -1.771, 3.008], [2.144, 1.129, 3.200], [1.835, -0.522, 2.879], [0.966, 1.898, -1.991], [-0.098, -0.294, -2.048], [-0.117, 0.966, -1.679], [0.809, -0.899, -2.924], [-1.048, -1.120, -1.643], [-1.001, 1.313, -1.337], [1.420, -0.257, -3.420], [1.459, -1.449, -2.365], [-1.694, -0.733, -0.962], [-1.360, -1.926, -2.157], [0.659, 2.926, -2.163], [1.431, 1.587, -2.915], [1.738, 1.844, -1.223]],
  "nbo_charge": [-0.508, -0.624, 0.702, -0.712, -0.796, 0.250, 0.231, 0.222, 0.407, 0.410, 0.232, 0.207, -0.420, 0.680, -0.530, -0.799, -0.742, 0.443, 0.392, 0.408, 0.446, 0.433, 0.248, 0.201, 0.219]
}

=====

[2]
{
  "formula": "C4H6N2O2",
  "method": "ωB97M-V/def2-TZVPD",
  "de_lowest_ev": 4.720,
  "orbital_gap_ha": 0.3643,
  "multiplicity": 1,
  "smiles": "C=CNC(=O)/C=N\\O",
  "symbols": ["C", "C", "N", "C", "O", "C", "N", "O", "H", "H", "H", "H", "H", "H"],
  "positions_angstrom": [[-0.612, 1.382, 0.741], [-1.483, 0.370, 0.411], [-0.923, -0.987, 0.417], [0.325, -1.285, 0.279], [0.780, -2.388, 0.397], [1.422, -0.379, 0.003], [1.470, 0.318, -1.067], [0.553, -0.085, -2.056], [0.467, 1.293, 1.182], [-0.986, 2.445, 0.867], [-2.479, 0.429, -0.022], [-1.546, -1.814, 0.657], [2.185, -0.042, 0.868], [0.826, 0.744, -2.677]],
  "nbo_charge": [-0.433, -0.030, -0.603, 0.579, -0.587, -0.025, -0.148, -0.569, 0.224, 0.218, 0.223, 0.424, 0.232, 0.494]
}

=====

[3]
{
  "formula": "C8H14N2SSi",
  "method": "ωB97M-V/def2-TZVPD",
  "de_lowest_ev": 4.362,
  "orbital_gap_ha": 0.2803,
  "multiplicity": 1,
  "symbols": ["C", "C", "C", "C", "C", "C", "C", "C", "N", "N", "Si", "S", "H", "H", "H", "H", "H", "H", "H", "H", "H", "H", "H", "H", "H", "H"],
  "positions_angstrom": [[2.009, 2.610, -0.484], [1.839, 2.947, 1.922], [1.451, 1.658, 0.266], [0.332, -2.714, 0.140], [1.278, -1.500, 0.209], [-1.098, -2.198, 0.314], [-1.778, 0.888, 0.576], [-1.723, -0.369, -2.272], [1.350, 1.806, 1.579], [0.725, -0.502, -0.639], [-1.004, -0.471, -0.510], [2.468, 3.901, 0.604], [2.178, 2.671, -1.535], [1.870, 3.319, 2.925], [0.438, -3.159, -0.849], [0.611, -3.459, 0.887], [1.325, -1.162, 1.252], [2.291, -1.753, -0.120], [-1.810, -2.894, -0.124], [-1.335, -2.117, 1.375], [-1.601, 1.861, 0.129], [-2.851, 0.757, 0.670], [-1.349, 0.902, 1.573], [-2.179, 0.602, -2.429], [-0.950, -0.501, -3.021], [-2.486, -1.122, -2.440]],
  "nbo_charge": [-0.518, -0.117, 0.351, -0.396, -0.265, -0.871, -1.112, -1.112, -0.486, -0.773, 1.757, 0.394, 0.261, 0.219, 0.199, 0.211, 0.188, 0.185, 0.232, 0.227, 0.233, 0.235, 0.245, 0.233, 0.246, 0.236]
}

=====

[4]
{
  "formula": "C6H13N",
  "method": "ωB97M-V/def2-TZVPD",
  "de_lowest_ev": 4.209,
  "orbital_gap_ha": [0.3020, 0.3020],
  "multiplicity": 1,
  "symbols": ["C", "C", "C", "N", "C", "C", "C", "H", "H", "H", "H", "H", "H", "H", "H", "H", "H", "H", "H", "H"],
  "positions_angstrom": [[-2.242, 1.879, 0.523], [-1.048, 1.463, -0.337], [-0.058, 0.620, 0.406], [0.422, -0.458, -0.108], [0.433, -1.463, -1.012], [1.433, -1.486, 0.092], [2.883, -1.071, -0.034], [-1.914, 2.422, 1.418], [-2.810, 1.002, 0.850], [-2.914, 2.535, -0.039], [-1.391, 0.905, -1.218], [-0.539, 2.362, -0.712], [-2.342, -1.464, 0.294], [0.294, 0.901, 1.395], [0.602, -1.309, -2.072], [-1.806, -1.738, -0.154], [1.229, -2.151, 0.936], [3.480, -1.954, -0.290], [3.005, -0.335, -0.835], [3.282, -0.658, 0.899]],
  "nbo_charge": [-0.598, -0.447, 0.006, -0.222, -0.285, -0.056, -0.638, 0.202, 0.212, 0.212, 0.219, 0.211, -0.048, 0.190, 0.196, 0.019, 0.181, 0.222, 0.214, 0.210]
}